(1)
{
  "formula": "C41H93FIN2O19P2S5",
  "method": "ωB97M-V/def2-TZVPD",
  "total_energy_ev": -169466.843,
  "largest_force_ev_per_a": 2.7,
  "homo_energy_ev": -8.50,
  "orbital_gap_ev": 4.215,
  "charge": 1,
  "spin_multiplicity": 1,
  "elements": ["I", "S", "S", "S", "S", "S", "P", "P", "F", "O", "O", "O", "O", "O", "O", "O", "O", "O", "O", "O", "O", "O", "O", "O", "O", "O", "O", "O", "N", "N", "C", "C", "C", "C", "C", "C", "C", "C", "C", "C", "C", "C", "C", "C", "C", "C", "C", "C", "C", "C", "C", "C", "C", "C", "C", "C", "C", "C", "C", "C", "C", "C", "C", "C", "C", "C", "C", "C", "C", "C", "C", "H", "H", "H", "H", "H", "H", "H", "H", "H", "H", "H", "H", "H", "H", "H", "H", "H", "H", "H", "H", "H", "H", "H", "H", "H", "H", "H", "H", "H", "H", "H", "H", "H", "H", "H", "H", "H", "H", "H", "H", "H", "H", "H", "H", "H", "H", "H", "H", "H", "H", "H", "H", "H", "H", "H", "H", "H", "H", "H", "H", "H", "H", "H", "H", "H", "H", "H", "H", "H", "H", "H", "H", "H", "H", "H", "H", "H", "H", "H", "H", "H", "H", "H", "H", "H", "H", "H", "H", "H", "H", "H", "H", "H"],
  "coordinates": [[2.984, 3.905, 3.991], [-5.585, -2.143, -2.924], [9.437, -2.853, 2.723], [-10.556, -7.038, -3.574], [-6.148, -8.013, 0.214], [-4.669, 6.142, 0.403], [2.535, 3.847, -0.386], [4.572, 5.695, 2.352], [2.642, -1.689, 3.245], [-4.395, 7.002, 1.512], [-5.736, -7.080, 1.219], [-5.669, -3.597, -2.289], [9.944, -1.921, 3.684], [-6.741, -1.904, -3.728], [5.598, 7.281, -1.764], [6.249, 1.250, 2.174], [6.582, 4.036, 2.413], [9.226, -4.262, 3.422], [-5.201, -1.213, -1.903], [-10.073, -8.235, -4.188], [8.282, -2.534, 1.931], [-5.770, 6.814, -0.527], [-9.726, -5.876, -3.485], [-11.943, -6.627, -4.241], [-6.250, -9.461, 0.869], [-4.993, 4.761, 0.568], [-7.314, -7.769, -0.578], [2.604, 4.444, -1.736], [4.412, 3.040, 2.560], [8.814, 1.204, 2.088], [-11.179, -7.437, -1.977], [1.423, -0.817, -1.286], [6.725, 6.434, -1.860], [5.291, 3.463, 0.361], [-4.215, -2.444, -3.988], [5.321, 4.018, 1.807], [-3.315, 6.257, -0.720], [-4.798, -8.345, -0.865], [-2.216, 0.786, -1.146], [-7.454, 7.675, 1.053], [6.583, 2.617, 0.186], [3.940, 2.704, 0.092], [-0.890, 1.328, -0.614], [-7.105, -9.624, 2.019], [6.904, 7.085, 3.260], [0.236, 1.305, -1.690], [10.737, -3.337, 1.640], [1.533, 0.701, -1.058], [-3.375, 1.332, -0.731], [-6.537, -3.792, -1.148], [3.650, -0.366, 1.523], [2.749, 1.281, -1.831], [6.754, 5.275, -0.843], [3.838, -1.367, 2.664], [8.378, -4.326, 4.589], [-11.908, -5.989, -5.533], [-3.748, 1.367, 0.747], [4.713, 7.055, 1.142], [5.446, 4.478, -0.816], [6.669, 1.248, 0.821], [-11.572, -6.954, -6.653], [3.084, 0.939, 2.093], [-7.149, 6.744, -0.104], [5.663, 6.291, 3.721], [4.016, 1.648, -1.030], [-8.001, -3.803, -1.529], [3.495, 2.340, 1.563], [-4.374, 1.932, -1.713], [-8.578, -9.602, 1.662], [8.202, 0.822, 0.796], [6.906, -4.196, 4.251], [1.477, 0.966, -0.011], [6.379, 0.374, 2.567], [-4.647, -7.453, -1.470], [7.607, 4.676, -1.161], [2.385, -1.303, -1.135], [-3.896, 2.041, -2.680], [6.738, 2.488, -0.881], [-7.409, 5.712, 0.137], [4.927, 6.930, -2.367], [1.011, -1.045, -2.260], [-10.558, -7.339, -6.556], [2.002, 0.887, 2.042], [-2.983, 1.898, 1.324], [-12.247, -7.810, -6.637], [-4.453, -3.284, -4.635], [5.699, 7.239, 0.744], [-1.072, 2.359, -0.326], [2.647, 4.886, 0.577], [6.299, -4.348, 5.144], [9.104, 2.174, 1.993], [8.236, -0.262, 0.750], [4.437, 7.957, 1.692], [-4.692, 1.872, 0.908], [2.406, 2.058, -2.507], [-5.056, -9.188, -1.500], [6.766, 5.984, -2.855], [3.283, 0.941, 3.165], [6.772, 3.176, 2.831], [-8.616, -4.054, -0.664], [-6.323, -3.040, -0.386], [-9.183, -9.826, 2.540], [3.069, 0.477, -2.493], [-11.952, -8.193, -2.081], [7.030, 5.626, 0.152], [7.693, 7.038, 4.001], [7.651, 6.983, -1.716], [-11.212, -5.148, -5.512], [-8.794, -10.334, 0.883], [-3.514, 5.625, -1.582], [11.609, -3.602, 2.231], [2.574, 2.891, 1.727], [-3.817, 0.352, 1.119], [-2.210, -0.070, -1.810], [10.956, -2.484, 1.000], [-3.335, -2.650, -3.385], [-6.268, -4.761, -0.730], [8.706, 1.273, -0.059], [-4.723, 2.916, -1.379], [8.567, -5.299, 5.037], [-2.432, 5.910, -0.189], [6.619, -4.928, 3.497], [4.653, 5.219, -0.848], [5.398, 3.944, -1.760], [-8.327, -2.833, -1.903], [1.323, 3.198, -0.076], [0.383, 2.332, -2.013], [-4.068, -1.544, -4.582], [6.676, -3.209, 3.852], [-10.342, -7.830, -1.401], [-0.137, 0.668, -2.481], [-7.150, 8.694, 0.816], [-0.588, 0.794, 0.300], [-12.904, -5.580, -5.688], [-6.920, 7.378, 1.955], [6.213, 0.438, 0.261], [8.689, -3.571, 5.313], [-8.880, -8.626, 1.285], [7.261, 6.702, 2.310], [4.606, -0.335, 1.020], [4.508, -0.910, 3.399], [3.970, 6.963, 0.364], [-8.183, -4.531, -2.317], [5.010, 6.991, 4.247], [-7.738, 7.032, -0.972], [4.473, 0.713, -0.746], [10.398, -4.177, 1.039], [4.876, 2.415, 3.216], [-8.521, 7.663, 1.275], [4.370, -2.236, 2.272], [-11.570, -6.535, -1.514], [-11.652, -6.455, -7.619], [2.919, -0.830, 0.869], [-5.260, 1.298, -1.800], [5.880, 5.499, 4.428], [-6.867, -8.866, 2.768], [0.775, -1.224, -0.508], [-3.913, -8.557, -0.270], [6.614, 8.122, 3.131], [4.709, 2.047, -1.769], [9.669, 0.669, 2.202], [-3.190, 7.296, -1.015], [-6.845, -10.592, 2.444], [7.464, 3.149, 0.520]]
}



(2)
{
  "formula": "C24H36Cl8NO8PS",
  "method": "ωB97M-V/def2-TZVPD",
  "total_energy_ev": -163643.549,
  "largest_force_ev_per_a": 1.7,
  "smiles": "CC(=O)OCC[C@]1([PH2]=N)OS(=O)(=O)O[C@@]1(CC=O)CC(=O)c1ccccc1.ClCCCl.ClCCCl.ClCCCl.ClCCCl",
  "homo_energy_ev": -8.93,
  "orbital_gap_ev": 8.916,
  "spin_multiplicity": 1,
  "elements": ["Cl", "Cl", "Cl", "Cl", "Cl", "Cl", "Cl", "Cl", "S", "P", "O", "O", "O", "O", "O", "O", "O", "O", "N", "C", "C", "C", "C", "C", "C", "C", "C", "C", "C", "C", "C", "C", "C", "C", "C", "C", "C", "C", "C", "C", "C", "C", "C", "H", "H", "H", "H", "H", "H", "H", "H", "H", "H", "H", "H", "H", "H", "H", "H", "H", "H", "H", "H", "H", "H", "H", "H", "H", "H", "H", "H", "H", "H", "H", "H", "H", "H", "H", "H"],
  "coordinates": [[-4.165, -4.528, -6.209], [1.289, 3.692, 3.889], [-1.757, 2.643, 2.809], [-3.872, -5.205, -2.894], [-2.208, -2.722, 0.962], [3.990, 8.166, 0.061], [-4.056, -2.738, 3.830], [1.617, 5.953, 1.081], [2.696, 2.800, -1.686], [3.895, 0.917, 0.917], [-0.943, 1.981, -0.509], [2.676, 1.249, -2.094], [2.203, 2.590, -0.171], [3.954, 3.445, -1.747], [2.552, -1.834, -3.309], [1.357, -1.319, 2.406], [1.719, 3.430, -2.525], [-0.167, -1.530, 4.057], [5.076, 1.145, -0.073], [-5.248, -4.414, -3.707], [-0.218, 4.646, 3.853], [1.546, 7.013, -0.351], [-0.413, 1.636, -1.531], [0.574, -2.039, 3.266], [-1.433, 3.798, 4.131], [-3.383, -1.480, 1.501], [-0.089, -2.878, -2.895], [1.917, 0.480, -1.139], [-1.204, -3.666, -2.645], [-3.390, -1.307, 2.999], [0.725, -3.356, -0.689], [0.481, 0.411, -1.714], [2.904, 7.204, -0.977], [0.621, -0.504, 1.476], [1.237, 0.896, 1.420], [-1.361, -4.276, -1.395], [0.878, -2.716, -1.906], [2.610, -0.915, -1.127], [-0.394, -4.122, -0.404], [2.049, -1.840, -2.211], [-5.481, -4.965, -5.090], [0.737, -3.538, 3.183], [2.166, 1.179, 0.212], [-4.363, -1.766, 1.126], [3.387, 6.251, -1.179], [-6.126, -4.588, -3.087], [-3.091, -0.544, 1.025], [-0.522, -4.606, 0.552], [-2.238, -4.870, -1.167], [1.864, 0.981, 2.315], [0.531, -3.999, 4.144], [0.019, -2.390, -3.856], [-0.595, 2.239, -2.437], [-2.389, -1.130, 3.388], [-6.400, -4.549, -5.499], [-0.386, -0.377, 1.885], [2.800, 7.745, -1.916], [-1.954, -3.773, -3.410], [3.657, -0.745, -1.368], [0.494, -1.002, 0.518], [1.494, -3.255, 0.074], [-1.325, 3.228, 5.050], [0.058, -3.906, 2.417], [-0.055, -0.488, -1.405], [-0.126, 5.417, 4.617], [3.903, 1.833, 1.989], [0.879, 6.535, -1.067], [-4.019, -0.460, 3.269], [-5.567, -6.048, -5.077], [-5.052, -3.345, -3.732], [1.107, 7.960, -0.048], [2.516, -1.414, -0.161], [-0.280, 5.131, 2.882], [-2.311, 4.435, 4.222], [3.880, -0.392, 1.450], [1.774, -3.753, 2.916], [5.647, 0.321, -0.207], [0.486, 1.674, 1.544], [0.618, 0.309, -2.794]]
}



(3)
{
  "formula": "C9H12NO",
  "method": "ωB97M-V/def2-TZVPD",
  "total_energy_ev": -13056.097,
  "largest_force_ev_per_a": 5.1,
  "smiles": "CO[C@@]1(c2ccccc2)C[NH2+]1",
  "homo_energy_ev": -13.27,
  "orbital_gap_ev": 10.267,
  "e_above_lowest_ev": 1.426,
  "charge": 1,
  "spin_multiplicity": 1,
  "elements": ["O", "N", "C", "C", "C", "C", "C", "C", "C", "C", "C", "H", "H", "H", "H", "H", "H", "H", "H", "H", "H", "H", "H"],
  "coordinates": [[-1.212, -1.365, -1.274], [1.035, -0.635, -2.080], [0.192, 2.273, 1.025], [0.000, -0.965, -0.824], [0.100, 1.372, -0.019], [0.166, 0.005, 0.276], [0.778, 0.483, 2.524], [0.497, -0.436, 1.585], [1.197, -1.721, -1.176], [-2.368, -0.575, -0.928], [0.538, 1.834, 2.300], [-0.062, 3.206, 0.892], [0.990, -2.856, -1.507], [1.968, -1.682, -0.459], [-2.652, -0.492, 0.145], [1.137, 0.153, 3.428], [1.609, 0.222, -2.028], [0.435, 2.562, 3.050], [-3.174, -1.217, -1.513], [0.791, -0.777, -3.017], [0.491, -1.485, 1.897], [-0.178, 1.623, -0.981], [-2.278, 0.472, -1.317]]
}



(4)
{
  "formula": "C3H6N2O3",
  "method": "ωB97M-V/def2-TZVPD",
  "total_energy_ev": -12329.371,
  "largest_force_ev_per_a": 6.7,
  "smiles": "C/N=C(/O)NC(=O)O",
  "homo_energy_ev": -9.66,
  "orbital_gap_ev": 10.095,
  "e_above_lowest_ev": 2.857,
  "spin_multiplicity": 1,
  "elements": ["O", "O", "O", "N", "N", "C", "C", "C", "H", "H", "H", "H", "H", "H"],
  "coordinates": [[0.150, 2.280, 0.116], [-0.737, -1.050, -1.402], [0.920, -0.315, -2.796], [1.144, 0.362, -0.639], [-0.724, 0.328, 0.863], [-0.356, -0.912, 1.520], [0.459, -0.254, -1.667], [0.047, 0.941, 0.015], [-1.167, -1.306, -0.573], [-0.695, 2.645, 0.425], [-0.222, -0.713, 2.589], [0.525, -1.403, 1.098], [-1.177, -1.626, 1.426], [1.834, 1.023, -0.974]]
}



Please write out number 4 again, unchanged.
{
  "formula": "C3H6N2O3",
  "method": "ωB97M-V/def2-TZVPD",
  "total_energy_ev": -12329.371,
  "largest_force_ev_per_a": 6.7,
  "smiles": "C/N=C(/O)NC(=O)O",
  "homo_energy_ev": -9.66,
  "orbital_gap_ev": 10.095,
  "e_above_lowest_ev": 2.857,
  "spin_multiplicity": 1,
  "elements": ["O", "O", "O", "N", "N", "C", "C", "C", "H", "H", "H", "H", "H", "H"],
  "coordinates": [[0.150, 2.280, 0.116], [-0.737, -1.050, -1.402], [0.920, -0.315, -2.796], [1.144, 0.362, -0.639], [-0.724, 0.328, 0.863], [-0.356, -0.912, 1.520], [0.459, -0.254, -1.667], [0.047, 0.941, 0.015], [-1.167, -1.306, -0.573], [-0.695, 2.645, 0.425], [-0.222, -0.713, 2.589], [0.525, -1.403, 1.098], [-1.177, -1.626, 1.426], [1.834, 1.023, -0.974]]
}